Density functional theory data (ωB97M-V/def2-TZVPD) for 2 unconnected molecules or ions with the total composition H4N2S in a non-equilibrium geometry.

Each line ends with the Mulliken charge.
CARTESIAN COORDINATES (ANGSTROEM)
1 N 1.2833 -0.0577 -0.9456  -0.66
2 N -1.5642 0.8282 1.6565  -0.25
3 S -0.5052 1.4316 2.5027  0.09
4 H 0.7715 0.8815 -0.8143  0.23
5 H 1.0435 -0.6261 -0.0589  0.23
6 H 0.9697 -0.3692 -1.8270  0.21
7 H -0.2688 0.9723 3.8020  0.15

Cartesian forces (eV/Å) of the 3 atoms listed first:
N -0.7458 2.3094 3.4043
N -0.0668 -0.5377 0.8162
S 0.7897 1.3521 -1.0451

Summary:
* maximum force: 4.18 eV/Å
* calculated total energy: -509.97239 a.u.
* Kohn-Sham gap: 0.306 Ha
* molar mass: 64.11 g/mol
* energy above the lowest of the compared OMol25 structures with the same formula, charge and spin: 148.9 kJ/mol

Density functional theory data (ωB97M-V/def2-TZVPD) for 2 unconnected molecules or ions with the total composition C4H13N3O2 in a non-equilibrium geometry.

Each line ends with the Mulliken charge.
CARTESIAN COORDINATES (ANGSTROEM)
1 N -3.1112 -1.7038 0.0076  -0.58
2 C -1.6857 -1.4730 0.0930  -0.79
3 C -1.3505 0.0919 -0.0280  0.70
4 O -1.1820 0.5381 -1.1658  -0.47
5 O -1.8989 0.7931 1.0064  -0.51
6 H -3.3080 -2.6941 0.1500  0.24
7 H -3.4440 -1.3559 -0.8960  0.23
8 H -1.2855 -1.8250 1.0478  0.41
9 H -1.1512 -1.9810 -0.7130  0.38
10 H -2.5508 0.2783 1.5205  0.37
11 C 1.9239 -0.7653 -0.3835  -0.73
12 N 2.0975 0.2908 0.5950  -0.38
13 C 1.4606 1.6327 0.3689  -0.42
14 N 1.6567 2.1819 -0.9409  -0.50
15 H 1.0971 -1.4010 -0.0520  0.11
16 H 2.7923 -1.4321 -0.3678  0.33
17 H 1.7679 -0.4191 -1.4091  0.31
18 H 1.9911 -0.0142 1.5571  0.23
19 H 1.9612 2.3086 1.0730  0.34
20 H 0.4299 1.6508 0.7213  0.31
21 H 1.1424 3.0515 -1.0366  0.21
22 H 2.6475 2.2465 -1.1479  0.22

Cartesian forces (eV/Å) of the 3 atoms listed first:
N -0.2430 0.6792 0.2225
C 1.8407 0.7144 0.0221
C -3.9169 -1.7711 -3.0134

Summary:
* maximum force: 5.25 eV/Å
* calculated total energy: -474.90091 a.u.
* Kohn-Sham gap: 0.321 Ha
* molar mass: 135.17 g/mol
* energy above the lowest of the compared OMol25 structures with the same formula, charge and spin: 199.6 kJ/mol

Density functional theory data (ωB97M-V/def2-TZVPD) for 2 unconnected molecules or ions with the total composition C3H9N2O in a non-equilibrium geometry.

Each line ends with the Mulliken charge.
CARTESIAN COORDINATES (ANGSTROEM)
1 C 0.5250 -0.7427 0.7008  -0.84
2 C 0.1306 -0.6919 -1.5600  -0.42
3 C -0.6737 0.1847 0.4243  0.03
4 N -0.4399 1.5471 0.8633  -0.17
5 N 1.1865 -0.6474 -0.5715  -0.39
6 O -0.8913 0.1456 -0.9456  -0.41
7 H 0.9830 -0.6094 1.6274  0.53
8 H 0.0709 -1.6748 0.7074  0.36
9 H 0.6307 -0.1830 -2.3530  0.33
10 H -0.2836 -1.6188 -1.9953  0.29
11 H -1.9310 -0.1345 1.0780  0.36
12 H 0.3805 1.7678 1.4852  0.36
13 H -0.4015 2.0933 0.0409  0.31
14 H -1.2550 1.7034 1.4441  0.39
15 H 1.9686 -1.1394 -0.9460  0.25

Cartesian forces (eV/Å) of the 3 atoms listed first:
C -1.6033 -0.3588 -1.8461
C 0.7531 1.1451 0.0737
C -3.0727 -3.5649 0.8018

Summary:
* charge: +1
* maximum force: 4.77 eV/Å
* calculated total energy: -304.10708 a.u.
* Kohn-Sham gap: 0.361 Ha
* molar mass: 89.12 g/mol
* energy above the lowest of the compared OMol25 structures with the same formula, charge and spin: 376.2 kJ/mol

Density functional theory data (ωB97M-V/def2-TZVPD) for a molecular structure, C18H18CrN6O2S3.

Each line ends with the Mulliken charge.
CARTESIAN COORDINATES (ANGSTROEM)
1 Cr -0.1627 -0.0837 0.1733  0.02
2 C 3.5642 0.0065 -2.0745  -1.77
3 C 2.1440 0.0767 -1.6290  0.98
4 N 1.6226 -0.6812 -0.7320  0.19
5 N 2.4063 -1.6319 -0.0686  -0.02
6 C 1.8363 -1.8672 1.3414  0.17
7 N 2.7843 -2.5523 2.1399  -0.55
8 S 1.4762 -0.2036 2.0165  -0.31
9 C 1.2182 1.1183 -2.1213  0.31
10 C 1.4733 1.8922 -3.2426  -0.75
11 C 0.5443 2.8446 -3.6314  -0.33
12 C -0.6162 3.0028 -2.8903  -0.75
13 C -0.8071 2.1993 -1.7812  -0.15
14 N 0.0837 1.2812 -1.3990  0.01
15 H 4.1689 -0.3358 -1.2336  0.39
16 H 3.9218 0.9779 -2.4087  0.49
17 H 3.6865 -0.7163 -2.8835  0.34
18 H 3.6936 -2.1143 2.0937  0.26
19 H 2.8371 -3.5442 1.9460  0.27
20 H 2.3790 1.7403 -3.8112  0.36
21 H 0.7224 3.4525 -4.5083  0.43
22 H -1.3654 3.7315 -3.1633  0.39
23 H -1.6999 2.2700 -1.1731  0.47
24 O -3.6157 -4.2330 0.5019  -0.67
25 C -4.4140 -3.1990 0.2050  0.39
26 C -5.7656 -3.4749 -0.0112  -0.67
27 C -6.6499 -2.4628 -0.3184  -0.29
28 C -6.2114 -1.1425 -0.4185  -0.78
29 C -4.8789 -0.8616 -0.2078  -0.54
30 C -3.9605 -1.8692 0.1031  0.34
31 C -2.5517 -1.4956 0.3117  1.28
32 O -2.1987 -0.2686 0.2092  -0.93
33 N -1.7127 -2.4883 0.6106  -1.00
34 N -0.4670 -1.9979 0.8116  0.45
35 C 0.5388 -2.6789 1.2007  -0.25
36 S 0.4298 -4.4214 1.4845  -0.12
37 C 1.1935 -5.0474 -0.0630  -0.64
38 C 1.3525 -4.0212 -1.1760  -0.63
39 S 2.8445 -2.9865 -0.9987  -0.18
40 H -2.7025 -3.8771 0.6453  0.68
41 H -6.0899 -4.5035 0.0742  0.42
42 H -7.6939 -2.7001 -0.4795  0.37
43 H -6.9072 -0.3492 -0.6555  0.41
44 H -4.5078 0.1519 -0.2733  0.40
45 H 0.5414 -5.8566 -0.3935  0.46
46 H 2.1675 -5.4732 0.1765  0.39
47 H 0.4659 -3.3994 -1.3039  0.18
48 H 1.5171 -4.5459 -2.1205  0.50

Cartesian forces (eV/Å) of the 3 atoms listed first:
Cr -0.4016 -0.1322 0.1246
C -0.0278 -0.0439 0.0175
C -0.0460 -0.0459 0.0569

Summary:
* spin multiplicity: 5
* maximum force: 0.44 eV/Å
* calculated total energy: -3414.79930 a.u.
* Kohn-Sham gap (spin up / spin down): 0.223 / 0.242 Ha
* molar mass: 498.58 g/mol
* ⟨S²⟩: 6.032
* energy above the lowest of the compared OMol25 structures with the same formula, charge and spin: 215.3 kJ/mol